{"formula": "C18H25ClN4OS", "method": "the ωB97M-V functional and the def2-TZVPD basis", "symbols": ["N", "C", "O", "C", "N", "C", "H", "C", "C", "C", "C", "H", "H", "H", "H", "H", "H", "H", "H", "H", "C", "C", "N", "C", "S", "N", "C", "C", "C", "C", "C", "C", "H", "H", "Cl", "H", "H", "H", "C", "H", "C", "H", "H", "H", "H", "H", "H", "H", "H", "H"], "coordinates": [[3.95204, -1.55315, 0.31306], [2.81520, -1.79317, 0.99885], [2.78050, -2.41198, 2.03676], [1.57778, -1.10980, 0.36385], [1.66021, -1.37977, -1.06682], [0.95359, -0.56897, -2.03955], [0.93982, 0.47158, -1.71960], [-0.46764, -1.03792, -2.37430], [-0.42698, -2.48989, -2.84005], [0.25846, -3.35042, -1.78255], [1.64432, -2.78246, -1.45180], [2.10352, -3.37318, -0.65729], [2.27182, -2.87254, -2.34871], [0.37834, -4.37152, -2.14861], [-0.35714, -3.39027, -0.88410], [-1.43660, -2.85827, -3.03169], [0.13557, -2.54948, -3.77525], [-0.87520, -0.39786, -3.15915], [-1.11720, -0.94573, -1.50210], [1.54559, -0.61915, -2.96389], [0.30858, -1.61527, 1.08419], [0.06272, -0.84831, 2.37494], [-0.23716, 0.53790, 2.07272], [-0.93311, 1.27781, 2.95192], [-1.27475, 0.76442, 4.48575], [-1.32679, 2.54455, 2.56989], [-1.93665, 2.89733, 1.36908], [-2.46024, 1.94478, 0.49463], [-3.03883, 2.33060, -0.69915], [-3.11187, 3.67534, -1.02347], [-2.63190, 4.63797, -0.14809], [-2.04932, 4.24894, 1.04074], [-1.67624, 4.99420, 1.72711], [-2.71330, 5.68373, -0.39852], [-3.82571, 4.15867, -2.52337], [-3.44399, 1.59054, -1.37129], [-2.44924, 0.90210, 0.77241], [-1.53266, 3.14762, 3.35610], [0.42374, 1.10010, 0.91406], [-0.21529, 1.01389, 0.02671], [1.75601, 0.39174, 0.68249], [2.35311, 0.48862, 1.59158], [2.30469, 0.88297, -0.12062], [0.60027, 2.16521, 1.09090], [-0.79160, -1.26715, 2.91352], [0.93484, -0.92935, 3.03256], [0.43238, -2.66972, 1.33147], [-0.55929, -1.50396, 0.43555], [4.80679, -1.99155, 0.61352], [3.88882, -1.16977, -0.61436]], "energy_ha": -1853.58948, "smiles": "NC(=O)C1(N2CCCCC2)CCN(C(=S)Nc2ccc(Cl)cc2)CC1", "lumo_energy_ev": 0.5, "homo_lumo_gap_ev": 8.47, "homo_ev": -7.96, "charge": 0}

=====

{"formula": "C19H23FN4O3", "method": "the ωB97M-V functional and the def2-TZVPD basis", "symbols": ["C", "C", "O", "C", "O", "O", "F", "H", "H", "H", "N", "C", "C", "C", "C", "H", "H", "H", "H", "H", "N", "C", "C", "C", "C", "H", "H", "H", "H", "H", "N", "C", "C", "C", "C", "H", "H", "H", "H", "H", "N", "C", "C", "C", "C", "H", "H", "H", "H", "H"], "coordinates": [[-1.86728, -0.23961, -1.44249], [-0.50112, 0.19588, -0.97173], [-0.17802, -0.48278, 0.24815], [-1.14318, -1.32880, 0.42794], [-1.28639, -2.14158, 1.34520], [-2.10965, -1.33462, -0.55466], [-0.60603, 1.33564, -0.58524], [-1.85871, -0.63761, -2.45720], [-2.61405, 0.54373, -1.31278], [0.18184, 0.07902, -1.81316], [0.13375, 2.59687, -3.11041], [-1.07182, 2.60413, -3.77446], [-1.26687, 1.54816, -4.64715], [-0.00644, 0.85637, -4.57823], [0.85092, 1.54727, -3.63769], [0.47648, 3.29973, -2.47117], [-1.76910, 3.42885, -3.78055], [-2.15536, 1.36864, -5.23431], [0.11782, -0.04775, -5.15576], [1.82908, 1.23563, -3.30231], [2.63763, -0.47055, 2.52166], [1.80622, -0.57282, 3.60786], [2.61279, -0.67497, 4.67211], [3.87290, -0.37667, 4.29919], [3.91307, -0.21543, 2.95888], [2.34989, -0.48488, 1.55362], [0.73891, -0.57107, 3.44285], [2.29734, -0.77350, 5.70030], [4.65883, -0.30798, 5.03676], [4.70677, 0.08627, 2.29148], [4.79292, 1.39461, -2.01453], [4.16446, 2.45689, -1.43232], [3.26352, 1.86580, -0.58469], [3.26209, 0.56139, -0.73681], [4.24829, 0.24439, -1.63585], [5.55953, 1.47705, -2.66691], [4.49572, 3.48059, -1.52568], [2.72044, 2.41204, 0.17234], [2.70553, -0.13305, -0.12493], [4.62168, -0.70298, -1.99567], [-6.43029, -2.25191, 3.04008], [-6.16870, -1.46270, 1.91210], [-4.92988, -1.84374, 1.37202], [-4.38150, -2.82902, 2.20179], [-5.32228, -3.10877, 3.15270], [-7.34264, -2.24127, 3.47322], [-6.90147, -0.71614, 1.64364], [-4.41645, -1.54646, 0.46957], [-3.39873, -3.25940, 2.07803], [-5.29248, -3.86290, 3.92522]], "energy_ha": -1282.28765, "smiles": "O=C1OC[C@@H](F)O1.c1cc[nH]c1.c1cc[nH]c1.c1cc[nH]c1.c1cc[nH]c1", "lumo_energy_ev": 0.5, "homo_lumo_gap_ev": 8.18, "homo_ev": -7.71, "charge": 0}

=====

{"formula": "C3H9O2S", "method": "the ωB97M-V functional and the def2-TZVPD basis", "symbols": ["C", "O", "C", "C", "S", "H", "H", "H", "H", "H", "H", "H", "H", "H", "O"], "coordinates": [[1.41686, 0.34826, -1.14417], [2.13956, -0.75194, -0.71778], [0.41434, 0.77147, -0.08148], [-0.51682, -0.28459, 0.46597], [-2.45604, 1.33805, 2.01440], [0.91698, 0.18680, -2.12077], [2.04469, 1.24303, -1.34507], [0.87303, 1.28267, 0.77142], [-0.26704, 1.51937, -0.52280], [-0.18147, -0.82869, 1.33836], [-0.83989, -1.00786, -0.28341], [-1.46255, 0.23446, 0.77563], [1.69497, -3.21093, -2.31446], [1.76164, -1.70925, -1.47449], [1.14340, -2.43432, -2.15392]], "energy_ha": -668.25544, "lumo_energy_ev": 0.2, "homo_lumo_gap_ev": 4.13, "homo_ev": -3.97, "charge": -1}